Record 1
Computed, not measured: a structure of composition C8H18ClILuN2OP, with ωB97M-V/def2-TZVPD.

Each line ends with the Mulliken charge.
Positions of all 33 atoms, in Å:
C: -0.7202 1.5984 1.3337  -0.391
I: -2.5563 1.6422 -0.9180  -0.100
H: -0.0507 1.5687 0.4001  -0.225
H: -0.9518 0.5754 1.6546  0.365
H: -0.1435 2.0232 2.1550  0.316
Lu: 1.3178 -1.5209 -0.8805  1.521
P: 2.2844 1.4469 -0.7599  0.620
C: 1.7238 3.2103 -0.8900  -1.331
C: 3.6108 1.9132 0.4174  -1.114
H: 3.7393 0.5410 -2.4831  0.411
H: 3.9491 2.3121 -2.3746  0.388
H: 2.5023 1.6207 -3.1525  0.405
C: 3.2194 1.4884 -2.3328  -1.185
H: 4.1091 1.0152 0.7719  0.321
H: 4.3514 2.5783 -0.0412  0.415
H: 2.5840 3.8685 -1.0802  0.415
H: 1.2335 3.5511 0.0240  0.405
H: 3.1833 2.4276 1.2816  0.380
H: 1.0152 3.3424 -1.7063  0.421
C: -1.9044 2.3872 0.9880  0.433
O: -2.4228 3.3171 1.5474  -0.380
Cl: 3.4213 -2.2242 -0.0940  -0.377
C: -3.9592 -2.9398 -0.2053  -0.772
N: -2.6989 -3.4134 0.4464  0.007
C: -2.9439 -4.3514 1.5774  -0.802
C: -1.5254 -3.0478 0.0709  0.467
N: -0.4475 -2.6348 -0.2332  -0.573
H: -4.7494 -3.6241 0.1298  0.301
H: -3.8766 -2.9805 -1.2981  0.348
H: -4.2228 -1.9138 0.0947  0.312
H: -2.2513 -5.1989 1.5425  0.359
H: -2.8512 -3.8557 2.5536  0.334
H: -3.9687 -4.7225 1.4608  0.304

energy above the lowest of the compared OMol25 structures with the same formula, charge and spin: 9.14 kcal per mole
E_HOMO: -0.5629 Ha
molar mass: 526.5 g mol⁻¹
total charge: +2

=====

Record 2
Computed, not measured: a structure of composition FH2ORu, with ωB97M-V/def2-TZVPD.

Each line ends with the Mulliken charge.
Positions of all 5 atoms, in Å:
H: 0.8962 0.4657 0.2699  0.551
F: -1.2454 1.4446 0.2942  -0.401
Ru: -1.2499 -0.2136 -0.5692  2.081
O: 0.6173 -0.4611 -0.2195  -0.689
H: 0.9817 -1.2356 0.2247  0.459

E_HOMO (alpha / beta): -0.8828 / -0.9598 Ha
molar mass: 138.1 g mol⁻¹
total charge: +2
multiplicity: 6

=====

Record 3
Computed, not measured: a structure of composition C30H20F6N5O12STl, with ωB97M-V/def2-TZVPD.

Each line ends with the Mulliken charge.
Positions of all 75 atoms, in Å:
Tl: 14.2996 20.0121 10.6467  2.024
O: 15.1805 17.8063 14.1022  -0.599
C: 14.4008 18.3231 13.2819  0.496
O: 14.6823 19.4440 12.6753  -0.655
C: 13.0764 17.7210 13.0396  0.224
C: 12.8234 16.6224 13.8282  -0.368
C: 11.5792 15.9656 13.7035  -0.935
C: 10.6726 16.3790 12.7939  -0.356
C: 10.9639 17.3866 11.9522  0.028
C: 12.1136 18.1870 12.0789  0.770
O: 12.1713 19.3023 11.4755  -1.116
N: 9.9572 17.9310 11.1579  1.104
O: 10.2390 18.3218 10.0578  -0.560
O: 8.8107 17.8831 11.5934  -0.723
N: 11.1684 14.8880 14.5902  1.351
O: 11.8899 14.5893 15.4858  -0.687
O: 10.0439 14.3889 14.3974  -0.739
H: 13.6303 16.3258 14.4550  0.806
H: 9.7392 15.8397 12.5540  0.438
F: 14.1405 13.5746 12.8985  -0.473
C: 13.4485 14.0855 11.8154  0.661
C: 13.9194 15.2270 11.2972  -0.997
C: 13.3156 15.8443 10.1712  1.060
C: 13.7241 17.1804 9.6108  0.801
O: 14.6814 17.7943 10.1742  -1.174
C: 12.8642 17.7430 8.6410  0.187
C: 11.8072 16.9927 8.1504  -0.870
N: 11.4512 15.8122 8.6047  0.495
C: 10.2886 15.1008 8.0226  -0.229
C: 10.0356 15.2033 6.5178  -0.888
C: 10.4816 13.8986 7.1872  -0.581
C: 12.1187 15.3238 9.7010  -0.352
C: 11.5645 14.1746 10.3662  -1.114
C: 12.2570 13.5128 11.3652  -0.230
N: 11.7258 12.3359 11.8729  0.203
C: 10.2958 12.2693 12.3343  -0.323
C: 9.6243 10.9722 12.0978  -1.014
N: 10.4171 10.0107 12.8775  -0.359
C: 11.8263 10.0186 12.5277  -1.239
C: 12.4521 11.3629 12.6590  -0.472
C: 13.0821 19.0611 7.9861  0.428
O: 12.5992 19.1956 6.8846  -0.659
O: 13.7121 20.0384 8.5950  -0.712
H: 14.7203 15.7272 11.7581  0.906
H: 11.1207 17.3252 7.3655  0.704
H: 9.3871 15.0682 8.6508  0.556
H: 10.8017 15.6808 5.9248  0.367
H: 8.9897 15.2712 6.2544  0.266
H: 11.4808 13.6720 6.9268  0.243
H: 9.7997 13.0420 7.2698  0.264
H: 10.5830 13.8372 10.0156  0.791
H: 9.7150 13.0214 11.7471  0.291
H: 10.1962 12.5236 13.3920  0.313
H: 9.7385 10.6768 11.0433  0.341
H: 8.5167 10.9525 12.2813  0.318
H: 11.7494 4.1482 11.3819  0.001
H: 10.3317 10.1879 13.9084  0.311
H: 11.9379 9.6386 11.4834  0.318
H: 12.3589 9.2968 13.0944  0.471
H: 13.4337 11.3323 12.2449  0.525
H: 12.4423 11.7067 13.7020  0.344
F: 17.6963 17.4896 15.4264  -0.339
C: 17.5834 18.6643 14.8174  0.611
C: 17.8154 18.6805 13.4581  0.070
F: 18.0160 17.5564 12.7626  -0.364
C: 17.6454 19.8325 12.6973  0.411
F: 17.6504 19.6984 11.3695  -0.435
C: 17.4512 21.0323 13.3315  -0.024
S: 17.1172 22.5422 12.4259  0.084
C: 17.2181 21.0143 14.6950  0.414
F: 17.0313 22.0730 15.4380  -0.322
C: 17.2375 19.8273 15.4243  0.508
F: 16.9178 19.8733 16.6895  -0.314
O: 15.5241 22.2705 12.0362  0.095
O: 15.3379 21.8948 10.7105  -0.375

energy above the lowest of the compared OMol25 structures with the same formula, charge and spin: 90.15 kcal per mole
E_HOMO (alpha / beta): -0.3051 / -0.3051 Ha
molar mass: 993.0 g mol⁻¹

=====

Record 4
Computed, not measured: the molecule C12H11N5S2, with ωB97M-V/def2-TZVPD.

Each line ends with the Mulliken charge.
Positions of all 30 atoms, in Å:
N: -4.1250 -2.7045 0.0223  -0.449
C: -4.2461 -1.3581 0.1112  0.537
N: -3.4128 -0.5101 -0.3716  -0.485
C: -3.8380 0.7772 -0.2057  0.255
C: -2.9851 1.8937 -0.6788  -0.768
S: -1.6870 2.2977 0.5674  -0.179
C: -0.3700 1.3889 -0.0904  0.124
N: -0.3523 0.8981 -1.3567  -0.426
C: 0.8201 0.3287 -1.4445  0.002
N: 1.5045 0.4663 -0.2875  0.737
C: 2.7890 0.0414 0.0624  1.153
C: 3.5602 -0.7207 -0.8091  -0.546
C: 4.8301 -1.1137 -0.4274  -0.656
C: 5.3345 -0.7560 0.8118  -0.481
C: 4.5613 0.0001 1.6781  -0.521
C: 3.2916 0.4004 1.3097  -0.490
N: 0.7336 1.1499 0.5829  -1.007
C: -5.0283 0.9117 0.4338  -0.371
S: -5.6828 -0.6345 0.8494  -0.220
H: -4.6609 -3.2646 0.6632  0.232
H: -3.2082 -3.0437 -0.2195  0.258
H: -2.4450 1.6179 -1.5821  0.325
H: -3.5636 2.8047 -0.8142  0.444
H: 1.1833 -0.1691 -2.3185  0.380
H: 3.1788 -1.0090 -1.7759  0.229
H: 5.4283 -1.7042 -1.1050  0.358
H: 6.3271 -1.0665 1.1005  0.379
H: 4.9493 0.2810 2.6454  0.360
H: 2.6710 0.9896 1.9653  0.418
H: -5.5576 1.8077 0.6834  0.408

energy above the lowest of the compared OMol25 structures with the same formula, charge and spin: 0.00 kcal per mole
E_HOMO: -0.2904 Ha
molar mass: 289.4 g mol⁻¹
SMILES string: Nc1nc(CSc2ncn(-c3ccccc3)n2)cs1